1.
C41H72F8N2O21P | ωB97M-V/def2-TZVPD

CARTESIAN COORDINATES (ANGSTROEM)
C 0.859 0.231 4.737
C 1.647 -0.191 3.372
C 0.616 -0.526 2.192
N 0.318 -1.999 1.987
C -0.520 -2.051 0.723
C -2.095 -1.979 0.931
O -2.597 -0.750 1.519
C -3.916 -0.474 0.940
C -4.704 0.365 2.081
F -4.019 1.591 2.297
F -4.685 -0.373 3.315
C -6.189 0.686 1.563
F -6.235 0.411 0.130
F -6.482 2.114 1.698
C -7.335 -0.220 2.246
F -8.500 -0.079 1.421
F -7.022 -1.608 2.228
C -7.719 0.324 3.722
F -8.854 1.187 3.697
F -7.948 -0.814 4.568
C 1.537 -2.850 1.742
C 2.740 -2.201 0.915
O 3.871 -3.130 1.064
C 2.525 -2.061 -0.673
N 3.847 -1.723 -1.314
C -0.370 -2.568 3.202
P -0.802 -4.397 3.112
O -0.978 -4.991 1.720
O 0.325 -5.255 4.089
O -2.307 -4.576 3.942
O 2.340 1.024 2.955
C 3.737 1.003 3.336
C 4.612 0.965 1.995
C 5.697 -0.094 1.683
C 6.502 -0.032 0.361
C 6.240 1.073 -0.698
C 5.161 2.148 -0.425
C 4.349 2.065 0.910
H 0.167 1.126 4.572
H 0.305 -0.640 5.221
H 1.687 0.547 5.473
H 2.352 -1.044 3.649
H -0.338 0.089 2.415
H 1.055 -0.036 1.241
H -0.325 -3.016 0.116
H -0.253 -1.204 -0.016
H -2.561 -2.845 1.514
H -2.563 -2.036 -0.128
H -4.492 -1.416 0.655
H -3.743 0.157 0.004
H -6.838 0.918 4.152
H 1.311 -3.873 1.256
H 1.963 -3.120 2.786
H 3.133 -1.197 1.290
H 4.125 -3.137 2.012
H 1.997 -2.944 -1.162
H 1.874 -1.110 -0.824
H 4.148 -0.788 -1.008
H 3.778 -1.799 -2.337
H 0.352 -2.489 4.105
H -1.283 -1.943 3.541
H -0.050 -6.167 4.121
H -2.849 -3.822 3.594
H 4.025 0.219 4.110
H 3.953 2.029 3.825
H 5.876 -0.909 2.474
H 7.318 -0.814 0.143
H 6.835 1.117 -1.683
H 4.939 2.998 -1.164
H 3.552 2.871 1.056
C -4.954 -1.567 -4.505
C -3.915 -0.617 -3.941
O -2.750 -1.327 -3.499
C -1.917 -1.744 -4.468
O -2.057 -1.570 -5.652
O -0.910 -2.418 -3.883
C 0.004 -3.006 -4.805
H -5.189 -2.353 -3.783
H -5.872 -1.031 -4.757
H -4.590 -2.064 -5.407
H -4.326 -0.114 -3.061
H -3.645 0.161 -4.660
H 0.389 -2.266 -5.508
H -0.480 -3.827 -5.337
H 0.843 -3.409 -4.236
C -6.998 5.342 -4.154
C -8.420 5.450 -3.638
O -8.868 4.204 -3.089
C -8.391 3.904 -1.870
O -7.640 4.583 -1.211
O -8.873 2.699 -1.520
C -8.359 2.212 -0.281
H -6.909 4.515 -4.863
H -6.696 6.268 -4.649
H -6.295 5.142 -3.343
H -9.090 5.684 -4.469
H -8.525 6.254 -2.904
H -8.508 2.940 0.520
H -7.307 1.966 -0.381
H -8.904 1.307 -0.026
C -4.313 4.909 3.527
C -4.729 4.026 4.688
O -3.595 3.637 5.475
C -3.110 4.584 6.297
O -3.543 5.701 6.430
O -2.036 4.075 6.928
C -1.360 5.016 7.761
H -3.536 4.421 2.933
H -5.168 5.129 2.883
H -3.897 5.856 3.877
H -5.172 3.105 4.300
H -5.486 4.509 5.313
H -2.046 5.482 8.472
H -0.871 5.774 7.145
H -0.596 4.478 8.323
C 7.477 4.355 -6.109
C 7.618 3.009 -5.425
O 6.336 2.460 -5.092
C 5.650 1.928 -6.117
O 6.016 1.868 -7.264
O 4.465 1.497 -5.645
C 3.591 0.998 -6.657
H 6.875 5.035 -5.501
H 8.457 4.806 -6.281
H 6.972 4.260 -7.073
H 8.157 3.138 -4.483
H 8.193 2.304 -6.032
H 4.077 0.226 -7.256
H 3.250 1.820 -7.291
H 2.724 0.557 -6.164
C 5.385 -5.113 -1.138
C 6.418 -4.160 -0.566
O 7.580 -4.868 -0.115
C 8.417 -5.282 -1.082
O 8.278 -5.104 -2.267
O 9.424 -5.955 -0.499
C 10.338 -6.540 -1.427
H 5.145 -5.899 -0.416
H 4.469 -4.578 -1.398
H 5.758 -5.610 -2.036
H 5.999 -3.656 0.308
H 6.694 -3.382 -1.283
H 10.720 -5.797 -2.130
H 9.852 -7.360 -1.959
H 11.178 -6.943 -0.860

As for the LUMO energy: -2.545 eV. As for the charge: +1. The max |F| is 4.3 eV Å⁻¹. The total energy is -4434.8528 a.u. As for the HOMO-LUMO gap: 8.607 eV. The value obtained for the HOMO energy is -0.40981 Eh.

=====

2.
C41H72N18O38 | ωB97M-V/def2-TZVPD

CARTESIAN COORDINATES (ANGSTROEM)
O -2.691 -2.563 3.458
C -1.479 -2.619 3.443
C -0.664 -2.341 2.211
C -1.056 -1.419 1.262
C -0.280 -1.182 0.146
C 0.900 -1.876 -0.001
C 1.335 -2.810 0.922
C 0.533 -3.040 2.026
C 0.867 -4.060 3.088
O 1.335 -5.134 2.765
C 0.530 -3.649 4.488
C 1.355 -3.957 5.564
C 2.659 -4.729 5.492
C 3.657 -4.279 4.397
C 3.681 -2.769 4.102
C 3.785 -1.901 5.350
C 2.787 -0.972 5.590
C 2.854 -0.199 6.744
C 3.906 -0.390 7.625
C 4.909 -1.315 7.379
C 4.837 -2.077 6.224
C 0.947 -3.504 6.816
C -0.226 -2.804 6.991
C -1.048 -2.506 5.914
C -0.657 -2.936 4.667
H -2.001 -0.905 1.406
H -0.586 -0.471 -0.615
H 1.504 -1.704 -0.890
H 2.265 -3.353 0.799
H 2.430 -5.790 5.332
H 3.152 -4.658 6.464
H 4.656 -4.536 4.770
H 3.558 -4.842 3.467
H 2.878 -2.430 3.441
H 4.609 -2.585 3.537
H 1.940 -0.841 4.923
H 2.066 0.525 6.913
H 3.974 0.189 8.544
H 5.704 -1.447 8.100
H 5.602 -2.820 6.011
H 1.533 -3.705 7.708
H -0.522 -2.460 7.978
H -1.971 -1.956 6.058
C -4.692 0.387 -1.342
N -3.403 0.959 -0.879
O -3.076 0.808 0.278
O -2.729 1.551 -1.702
H -5.177 -0.105 -0.506
H -5.286 1.216 -1.716
H -4.469 -0.320 -2.131
C -0.382 1.876 -4.106
N 0.813 1.326 -4.803
O 0.983 0.120 -4.765
O 1.539 2.115 -5.363
H -0.926 1.056 -3.654
H -0.027 2.567 -3.348
H -0.991 2.386 -4.849
C -5.605 -3.726 -4.006
N -5.235 -2.335 -3.629
O -6.131 -1.541 -3.440
O -4.046 -2.088 -3.537
H -6.686 -3.794 -4.049
H -5.161 -3.929 -4.976
H -5.201 -4.387 -3.245
C 4.966 -7.173 1.550
N 5.708 -6.890 2.809
O 6.202 -5.789 2.936
O 5.762 -7.784 3.627
H 5.000 -6.289 0.924
H 5.454 -8.014 1.067
H 3.943 -7.418 1.823
C 3.535 -2.180 -4.216
N 3.229 -2.397 -2.775
O 4.054 -2.045 -1.951
O 2.162 -2.910 -2.512
H 4.512 -1.713 -4.290
H 3.530 -3.148 -4.696
H 2.764 -1.535 -4.619
C -3.016 -0.460 -5.792
N -3.445 0.562 -6.784
O -3.126 1.715 -6.580
O -4.092 0.167 -7.732
H -2.456 0.031 -5.006
H -3.909 -0.921 -5.398
H -2.398 -1.184 -6.316
C 3.154 1.286 0.162
N 2.521 2.323 -0.699
O 2.761 3.486 -0.457
O 1.800 1.926 -1.594
H 3.764 1.778 0.911
H 2.352 0.716 0.625
H 3.761 0.653 -0.479
C -6.780 2.816 -5.115
N -7.002 3.069 -3.667
O -7.626 4.058 -3.354
O -6.531 2.263 -2.885
H -7.246 3.615 -5.677
H -5.707 2.799 -5.284
H -7.233 1.857 -5.355
C -4.046 6.294 -3.998
N -4.238 5.452 -5.211
O -3.264 4.920 -5.693
O -5.374 5.351 -5.641
H -2.997 6.284 -3.740
H -4.379 7.299 -4.241
H -4.647 5.864 -3.204
C 8.671 -3.172 5.956
N 8.655 -2.474 7.271
O 9.586 -1.741 7.530
O 7.706 -2.689 7.995
H 9.570 -2.885 5.424
H 8.657 -4.240 6.152
H 7.782 -2.863 5.412
C -7.824 7.503 -6.620
N -7.429 8.860 -6.166
O -8.310 9.679 -5.992
O -6.244 9.063 -6.000
H -8.903 7.471 -6.726
H -7.338 7.324 -7.572
H -7.487 6.795 -5.866
C 3.634 4.476 7.169
N 2.826 3.267 6.854
O 2.957 2.768 5.759
O 2.085 2.863 7.727
H 4.242 4.719 6.305
H 2.940 5.281 7.397
H 4.253 4.239 8.029
C -8.985 9.672 -10.436
N -8.973 8.395 -9.673
O -7.897 7.969 -9.299
O -10.042 7.863 -9.471
H -7.964 10.024 -10.534
H -9.422 9.464 -11.408
H -9.590 10.379 -9.878
C -1.192 7.146 -0.329
N -2.179 7.517 -1.379
O -1.876 8.395 -2.157
O -3.230 6.907 -1.386
H -0.313 7.768 -0.448
H -1.664 7.315 0.635
H -0.950 6.096 -0.465
C 0.657 0.565 10.441
N 1.879 0.732 11.274
O 2.824 1.298 10.766
O 1.844 0.288 12.402
H 0.847 1.006 9.468
H 0.463 -0.500 10.354
H -0.160 1.071 10.947
C 1.518 -3.861 -8.270
N 2.241 -3.629 -6.990
O 2.690 -2.518 -6.793
O 2.335 -4.570 -6.230
H 1.520 -2.937 -8.837
H 2.045 -4.647 -8.803
H 0.506 -4.168 -8.021
C -0.271 -7.882 8.272
N 0.040 -6.503 8.736
O -0.888 -5.796 9.066
O 1.210 -6.182 8.750
H -1.345 -8.025 8.313
H 0.097 -7.974 7.255
H 0.241 -8.572 8.937
C 5.084 0.286 -8.190
N 4.854 -0.495 -9.436
O 5.826 -0.853 -10.068
O 3.699 -0.718 -9.730
H 6.153 0.408 -8.052
H 4.593 1.247 -8.311
H 4.645 -0.275 -7.370

As for the LUMO energy: -0.626 eV. The max |F| is 1.8 eV Å⁻¹. The total energy is -5448.5276 a.u. As for the HOMO-LUMO gap: 7.976 eV. The value obtained for the HOMO energy is -0.31612 Eh.